Record 1
Molecular formula: C31H31IrN5O4PS
Method: DFT, ωB97M-V/def2-TZVPD

Values from the calculation:
M = 792.9 g mol⁻¹
Charge = 0
Energy = -2618.46485 Eh
Multiplicity = 5
LUMO (spin up / spin down) = 0.342 / -2.316 eV
Kohn-Sham gap (spin up / spin down) = 7.7 / 5.9 eV

XYZ file:
```
74
Properties=species:S:1:pos:R:3:lowdin_spin:R:1
Ir 0.114 -0.367 0.203 2.753
C -1.278 2.121 -4.792 0.000
C -2.308 1.275 -4.400 0.001
C -2.547 1.044 -3.053 0.003
C -1.750 1.650 -2.081 0.019
C -0.724 2.507 -2.483 0.003
C -0.492 2.742 -3.833 0.000
P -2.046 1.369 -0.294 0.175
C -3.390 2.552 0.091 0.049
C -3.702 3.625 -0.739 0.016
C -4.719 4.506 -0.391 0.001
C -5.429 4.327 0.787 0.012
C -5.115 3.266 1.629 -0.001
C -4.096 2.390 1.287 0.013
C -2.832 -0.243 -0.265 0.059
C -4.177 -0.581 -0.317 0.002
C -4.529 -1.925 -0.345 0.034
C -3.537 -2.901 -0.337 0.004
C -2.193 -2.554 -0.273 0.049
C -1.818 -1.211 -0.211 0.153
H -1.090 2.296 -5.845 0.000
H -2.928 0.792 -5.145 0.000
H -3.350 0.378 -2.759 0.000
H -0.118 3.002 -1.736 0.001
H 0.306 3.411 -4.132 0.000
H -3.156 3.771 -1.663 0.001
H -4.958 5.335 -1.045 0.000
H -6.224 5.013 1.052 0.001
H -5.663 3.123 2.552 0.000
H -3.858 1.561 1.945 0.001
H -4.939 0.191 -0.342 0.001
H -5.573 -2.212 -0.386 0.002
H -3.810 -3.949 -0.369 0.000
H -1.455 -3.342 -0.260 0.002
C 3.602 -2.458 -0.574 0.001
C 3.555 -0.983 -0.375 0.011
N 2.494 -0.202 -0.222 0.082
C 2.962 1.083 -0.113 0.004
C 4.320 1.092 -0.182 0.002
N 4.668 -0.221 -0.341 0.003
C 5.398 2.120 -0.146 0.000
O 5.031 3.376 -0.037 0.001
O 6.547 1.754 -0.231 0.001
C 1.994 2.172 0.078 0.010
O 2.377 3.345 0.130 0.015
O 0.778 1.794 0.200 0.119
H 2.614 -2.839 -0.794 0.000
H 3.965 -2.954 0.328 0.000
H 4.276 -2.705 -1.395 0.000
H 5.627 -0.520 -0.442 0.001
H 4.028 3.465 -0.009 0.000
S 0.603 -5.207 0.436 0.051
C 0.661 -3.600 0.513 0.035
N 0.734 -2.426 0.581 0.110
C 0.423 1.224 2.952 0.009
C 0.241 1.370 4.487 0.006
N -0.212 0.111 5.076 0.000
C 0.756 -0.937 4.750 0.005
C 0.851 -1.141 3.213 0.007
N -0.006 -0.136 2.534 0.153
C -1.413 -0.348 2.951 0.010
C -1.509 -0.242 4.499 0.005
H 1.465 1.349 2.659 0.000
H -0.163 1.950 2.396 0.001
H -0.495 2.142 4.715 0.000
H 1.180 1.657 4.960 0.001
H 0.445 -1.861 5.237 0.000
H 1.722 -0.652 5.167 0.000
H 0.512 -2.127 2.914 0.000
H 1.868 -1.018 2.841 0.001
H -1.730 -1.324 2.586 0.001
H -2.019 0.408 2.455 0.001
H -1.834 -1.190 4.929 0.000
H -2.235 0.520 4.787 0.001
```

=====

Record 2
Molecular formula: C17H20BrOPdSSi
Method: DFT, ωB97M-V/def2-TZVPD

Values from the calculation:
Energy above the lowest of the compared OMol25 structures with the same formula, charge and spin = 86.9 kJ/mol
M = 486.8 g mol⁻¹
Charge = -2
Energy = -4124.50304 Eh
Multiplicity = 2
LUMO (spin up / spin down) = 4.796 / 4.795 eV
Kohn-Sham gap (spin up / spin down) = 4.0 / 3.9 eV

XYZ file:
```
42
Properties=species:S:1:pos:R:3:lowdin_spin:R:1
Pd -0.573 -0.312 -0.573 -0.044
Br 2.275 -0.114 -0.799 0.002
C 2.384 -0.155 1.147 0.000
C 3.675 -0.192 1.689 0.000
C 3.841 -0.370 3.042 0.001
C 2.720 -0.526 3.856 0.000
C 1.412 -0.473 3.329 0.000
C 0.300 -0.637 4.166 0.001
C -0.992 -0.627 3.657 0.001
C -1.201 -0.407 2.308 0.007
C -0.121 -0.227 1.433 -0.012
C 1.201 -0.292 1.916 -0.003
H 4.527 -0.078 1.034 0.000
H 4.839 -0.392 3.472 0.000
H 2.843 -0.722 4.916 0.000
H 0.463 -0.767 5.230 0.000
H -1.833 -0.763 4.331 0.000
H -2.218 -0.356 1.927 0.002
C -2.960 1.293 -2.844 0.004
Si -1.152 1.779 -2.415 -0.014
C -0.027 0.638 -3.490 -0.007
C -0.934 3.529 -3.217 -0.004
C -0.855 1.803 -0.569 -0.025
H -3.092 1.166 -3.917 0.000
H -3.672 2.041 -2.503 0.000
H -3.221 0.355 -2.366 0.007
H -0.351 0.627 -4.531 -0.001
H -0.067 -0.393 -3.124 -0.002
H 1.015 0.952 -3.467 0.000
H -0.929 3.488 -4.302 -0.001
H -0.004 3.990 -2.900 0.000
H -1.743 4.190 -2.921 0.000
H -1.729 2.066 0.030 -0.002
H 0.025 2.346 -0.222 -0.001
C 0.352 -3.213 0.125 0.014
C -0.561 -2.479 -0.867 0.075
O -0.252 -2.476 -2.096 0.080
H 0.223 -4.290 -0.023 0.000
H 0.113 -2.963 1.158 0.004
H 1.398 -2.974 -0.080 0.002
S -3.283 -2.012 -1.176 0.352
C -1.837 -2.054 -0.366 0.565
```

=====

Record 3
Molecular formula: C2H6N4O
Method: DFT, ωB97M-V/def2-TZVPD

Values from the calculation:
Energy above the lowest of the compared OMol25 structures with the same formula, charge and spin = 499.8 kJ/mol
M = 102.1 g mol⁻¹
Charge = 0
Energy = -373.92001 Eh
Structure (SMILES) = [H]/N=C(/N)ON/C=N/[H]
LUMO = 0.602 eV
Kohn-Sham gap = 9.9 eV

XYZ file:
```
13
Properties=species:S:1:pos:R:3:lowdin_charge:R:1
H -0.892 -1.657 -0.927 -0.065
N -1.532 -1.032 -0.899 0.153
C -1.200 -0.150 0.005 -0.426
N -2.015 1.152 0.071 0.059
O -0.168 -0.102 0.962 -0.069
N 0.822 -0.867 0.272 -0.039
C 2.129 -0.030 0.086 -0.225
N 1.963 0.957 -0.701 0.078
H 3.022 1.498 -0.730 0.140
H -2.044 1.711 0.916 0.045
H -3.097 0.979 -0.142 0.128
H 1.077 -1.579 0.974 0.113
H 3.037 -0.525 0.465 0.108
```

=====

Record 4
Molecular formula: C11H26AgF6N2O9S2
Method: DFT, ωB97M-V/def2-TZVPD

Values from the calculation:
Energy above the lowest of the compared OMol25 structures with the same formula, charge and spin = 0.0 kJ/mol
M = 616.3 g mol⁻¹
Charge = 0
Energy = -2763.86767 Eh
Multiplicity = 2
LUMO (spin up / spin down) = -0.168 / -0.172 eV
Kohn-Sham gap (spin up / spin down) = 8.3 / 8.6 eV

XYZ file:
```
57
Properties=species:S:1:pos:R:3:lowdin_spin:R:1
Ag 1.079 -1.602 -0.115 0.010
C -1.031 0.631 1.762 0.002
C -0.874 1.923 0.960 0.025
C -0.601 3.084 1.923 0.004
C -0.182 4.365 1.238 0.000
C 1.056 4.154 0.351 0.004
C 0.842 2.987 -0.637 0.028
N 0.316 1.821 0.072 0.399
O 0.445 0.732 -0.505 0.475
C 2.184 2.713 -1.283 0.001
C -0.062 3.497 -1.786 0.021
C -2.178 2.111 0.196 0.018
H -1.890 0.686 2.428 0.000
H -0.110 0.340 2.263 0.000
H -1.343 -0.146 1.059 -0.001
H 0.154 2.782 2.657 0.001
H -1.530 3.213 2.486 0.000
H 0.015 5.122 2.001 0.000
H -0.990 4.803 0.643 0.000
H 1.818 3.814 1.062 0.001
H 1.296 5.113 -0.097 0.000
H 2.189 1.883 -1.994 -0.001
H 2.999 2.463 -0.595 0.000
H 2.519 3.579 -1.854 0.000
H -0.202 2.682 -2.500 0.002
H 0.359 4.361 -2.292 0.002
H -1.047 3.749 -1.404 0.000
H -2.202 1.492 -0.703 0.001
H -2.356 3.152 -0.071 0.000
H -3.037 1.802 0.793 0.002
C -0.954 -3.985 -2.713 0.000
F -1.472 -5.199 -2.571 0.000
F 0.375 -4.078 -2.628 0.000
F -1.283 -3.517 -3.915 0.000
S -1.711 -2.880 -1.387 0.000
O -1.598 -1.523 -1.835 0.001
O -3.036 -3.385 -1.257 0.000
N -0.690 -3.068 -0.085 0.000
S -1.211 -4.190 0.938 0.000
O -2.016 -5.262 0.458 0.000
O -0.103 -4.567 1.780 0.000
C -2.327 -3.223 2.110 0.000
F -3.274 -2.556 1.461 0.000
F -2.875 -4.085 2.959 0.000
F -1.589 -2.345 2.801 0.000
O 1.132 -1.319 -2.467 0.000
H 1.870 -1.562 -3.034 0.000
H 0.699 -0.586 -2.915 0.000
O 3.320 -0.780 0.159 0.001
H 4.245 -0.985 -0.008 0.000
H 3.329 0.086 0.579 0.000
O 2.364 -3.618 -0.621 0.000
H 2.524 -3.959 -1.506 0.000
H 2.479 -4.377 -0.040 0.000
O 1.292 -2.033 2.190 0.001
H 1.713 -2.832 2.522 0.000
H 1.165 -1.479 2.966 0.000
```

=====

Record 5
Molecular formula: C17H52O9
Method: DFT, ωB97M-V/def2-TZVPD

Values from the calculation:
Energy above the lowest of the compared OMol25 structures with the same formula, charge and spin = 1095.0 kJ/mol
M = 400.6 g mol⁻¹
Charge = 0
Energy = -1355.61275 Eh
Structure (SMILES) = CC(C)O.CC(C)O.CC(C)O.CC(C)O.CO.CO.CO.CO.CO
LUMO = 0.149 eV
Kohn-Sham gap = 9.8 eV

XYZ file:
```
78
Properties=species:S:1:pos:R:3:lowdin_charge:R:1
C 5.449 0.748 0.796 -0.042
C 5.616 0.523 -0.701 -0.549
C 4.449 0.863 -1.562 -0.078
O 6.748 1.183 -1.173 -0.008
H 5.442 1.869 1.175 0.120
H 6.296 0.437 1.273 0.026
H 4.352 0.338 1.085 0.114
H 5.748 -0.537 -0.845 0.122
H 3.445 0.442 -1.303 0.068
H 4.558 0.363 -2.572 0.093
H 4.287 1.981 -1.769 0.107
H 6.758 1.136 -2.087 0.047
C 0.949 2.858 2.981 -0.061
C -0.530 2.900 2.429 -0.454
C -1.485 2.146 3.345 -0.055
O -0.884 4.293 2.382 -0.059
H 1.625 3.618 2.592 0.064
H 1.506 1.962 2.657 0.067
H 0.948 3.049 4.041 0.065
H -0.452 2.451 1.305 0.163
H -1.478 2.642 4.355 0.098
H -1.330 1.144 3.658 0.036
H -2.457 2.436 2.972 0.073
H -0.469 4.682 1.632 0.067
C -1.708 -2.075 2.340 -0.025
C -0.683 -2.642 3.372 -0.490
C 0.091 -1.523 4.066 -0.002
O -1.262 -3.505 4.279 -0.022
H -2.510 -1.528 2.752 0.059
H -2.375 -2.858 1.871 0.084
H -1.167 -1.626 1.540 0.045
H -0.004 -3.277 2.904 0.095
H -0.688 -0.791 4.547 0.123
H 0.750 -1.081 3.646 -0.051
H 0.692 -1.970 4.874 0.100
H -1.290 -4.314 3.770 0.088
C -4.337 0.192 -1.471 -0.073
C -5.208 0.048 -2.726 -0.550
C -4.640 -0.921 -3.793 -0.050
O -6.451 -0.407 -2.382 -0.073
H -3.163 0.449 -1.771 0.098
H -4.316 -0.691 -0.748 0.087
H -4.756 1.118 -0.906 0.100
H -5.252 1.133 -3.249 0.160
H -4.401 -1.737 -3.327 0.004
H -3.606 -0.781 -4.186 0.083
H -5.261 -0.932 -4.700 0.089
H -7.271 0.184 -2.570 0.155
C -0.524 -4.666 -0.246 -0.133
O 0.581 -4.913 0.589 -0.125
H -0.518 -3.718 -0.731 0.081
H -1.370 -4.719 0.378 0.060
H -0.691 -5.507 -0.869 0.077
H 0.537 -5.871 0.797 0.115
C -0.008 -0.071 -1.189 -0.117
O 1.036 0.336 -0.291 -0.137
H 0.124 -0.048 -2.294 0.099
H -0.751 0.642 -1.065 0.016
H -0.561 -0.881 -0.630 0.090
H 1.307 -0.363 0.275 0.016
C 1.563 3.087 -2.557 -0.209
O 1.961 2.974 -1.295 -0.083
H 2.039 2.390 -3.163 0.051
H 1.366 3.980 -3.035 0.058
H 0.482 2.514 -2.605 0.114
H 1.566 2.159 -1.033 0.023
C 2.877 -2.434 0.627 -0.032
O 1.444 -2.239 0.687 -0.084
H 3.008 -2.676 -0.173 -0.048
H 3.373 -3.091 1.285 0.103
H 3.362 -1.507 0.610 0.058
H 1.050 -3.070 0.622 -0.009
C -2.471 2.419 -2.969 -0.199
O -1.983 1.466 -3.801 -0.075
H -2.123 3.253 -3.290 0.031
H -2.082 2.320 -1.957 0.087
H -3.443 2.558 -2.948 0.031
H -1.424 1.684 -4.527 0.082
```

=====

Record 6
Molecular formula: CH12O4
Method: DFT, ωB97M-V/def2-TZVPD

Values from the calculation:
Energy above the lowest of the compared OMol25 structures with the same formula, charge and spin = 70.7 kJ/mol
M = 88.1 g mol⁻¹
Charge = +1
Energy = -345.80987 Eh
Multiplicity = 2
LUMO (spin up / spin down) = -3.459 / -11.643 eV
Kohn-Sham gap (spin up / spin down) = 12.1 / 3.6 eV

XYZ file:
```
17
Properties=species:S:1:pos:R:3:lowdin_spin:R:1
C 1.204 2.141 0.237 0.012
H 1.206 1.102 0.632 0.001
H 1.045 2.739 1.101 0.002
H 2.378 2.415 0.018 0.005
H 0.344 2.318 -0.494 0.000
H 1.061 -1.979 -2.345 0.007
H -0.346 -1.357 -1.882 0.002
O 0.365 -2.156 -1.714 0.500
H -0.968 -0.612 1.542 -0.004
H -1.797 0.584 2.116 0.002
O -1.488 0.187 1.279 0.258
H -1.542 0.418 -0.626 -0.003
H -2.162 0.380 -2.033 0.001
O -1.391 0.084 -1.580 0.070
H 0.680 -1.912 0.430 0.000
H 0.878 -2.567 1.869 0.002
O 0.534 -1.782 1.450 0.146
```

=====

Record 7
Molecular formula: C34H29F3GeIrN3S3
Method: DFT, ωB97M-V/def2-TZVPD

Values from the calculation:
Energy above the lowest of the compared OMol25 structures with the same formula, charge and spin = 254.1 kJ/mol
M = 897.6 g mol⁻¹
Charge = -1
Energy = -5152.72601 Eh
Multiplicity = 2
LUMO (spin up / spin down) = 1.598 / 1.595 eV
Kohn-Sham gap (spin up / spin down) = 4.4 / 4.4 eV

XYZ file:
```
74
Properties=species:S:1:pos:R:3:lowdin_spin:R:1
Ir 1.803 -0.127 0.415 0.092
C 4.304 -0.027 4.860 0.002
C 3.832 0.078 3.435 0.007
S 2.156 0.303 3.241 0.027
C 4.725 0.027 2.388 -0.002
C 6.212 -0.086 2.590 -0.001
S 4.290 0.118 0.733 -0.007
H 3.440 -0.018 5.519 0.000
H 4.949 0.814 5.117 0.000
H 4.852 -0.956 5.011 0.001
H 6.495 -0.086 3.639 0.000
H 6.707 0.747 2.089 0.000
H 6.569 -1.004 2.124 0.000
N 1.943 1.497 -3.589 0.000
C 1.931 0.243 -4.151 0.000
C 1.975 -0.188 -5.460 0.000
C 1.977 -1.563 -5.679 0.000
C 1.917 -2.462 -4.622 0.000
C 1.852 -2.037 -3.305 0.000
C 1.872 -0.666 -3.066 0.000
N 1.853 0.030 -1.902 -0.001
C 1.896 1.337 -2.219 0.000
C 1.892 2.356 -1.249 -0.001
C 1.991 3.741 -1.410 0.002
S 1.884 4.536 0.145 0.003
C 1.725 2.968 0.879 0.003
N 1.746 1.970 0.056 0.007
H 1.964 2.379 -4.067 0.000
H 2.008 0.510 -6.284 0.000
H 2.024 -1.932 -6.694 0.000
H 1.923 -3.522 -4.838 0.000
H 1.795 -2.730 -2.484 0.000
H 2.143 4.309 -2.302 0.000
H 1.613 2.871 1.940 0.001
C -0.072 -0.347 1.160 0.643
Ge -1.856 -0.133 0.457 0.103
C -2.473 1.584 -0.345 0.006
C -3.852 1.768 -0.370 0.000
C -4.411 2.933 -0.858 0.000
C -3.589 3.948 -1.318 0.000
C -2.215 3.784 -1.295 0.000
C -1.664 2.605 -0.817 0.001
C -2.848 -0.204 2.190 0.004
C -2.512 0.760 3.135 0.007
C -2.963 0.672 4.437 0.002
C -3.767 -0.391 4.815 0.000
C -4.139 -1.338 3.879 0.002
C -3.682 -1.244 2.575 0.000
C -2.584 -1.583 -0.717 0.024
C -3.370 -1.335 -1.834 0.003
C -3.858 -2.381 -2.600 0.001
C -3.553 -3.688 -2.265 0.000
C -2.759 -3.947 -1.160 0.000
C -2.284 -2.899 -0.393 0.005
H -0.152 -0.845 2.129 0.038
H -4.489 0.977 0.006 0.000
H -5.487 3.057 -0.877 0.000
H -4.023 4.866 -1.694 0.000
H -1.572 4.582 -1.646 0.000
H -0.594 2.475 -0.811 0.000
H -1.865 1.576 2.840 0.006
H -2.676 1.420 5.165 0.000
H -4.100 -0.482 5.840 0.000
H -4.777 -2.163 4.172 0.000
H -3.965 -1.995 1.847 0.000
H -3.605 -0.315 -2.112 0.000
H -4.478 -2.178 -3.465 0.000
H -3.932 -4.505 -2.865 0.000
H -2.506 -4.966 -0.900 0.000
H -1.656 -3.098 0.463 0.003
F 2.979 -2.676 -0.190 0.001
C 1.965 -2.158 0.571 0.007
F 2.242 -2.664 1.819 0.000
F 0.888 -2.909 0.175 0.011
```

=====

Record 8
Molecular formula: C3H10N4
Method: DFT, ωB97M-V/def2-TZVPD

Values from the calculation:
Energy above the lowest of the compared OMol25 structures with the same formula, charge and spin = 92.9 kJ/mol
M = 102.1 g mol⁻¹
Charge = +1
Energy = -338.99604 Eh
Multiplicity = 2
LUMO (spin up / spin down) = -3.811 / -8.369 eV
Kohn-Sham gap (spin up / spin down) = 9.1 / 4.2 eV

XYZ file:
```
17
Properties=species:S:1:pos:R:3:lowdin_spin:R:1
N -0.260 0.233 2.001 0.046
C -1.400 0.984 2.012 0.003
N -1.691 1.683 1.000 0.041
H 0.143 -0.046 2.876 0.001
H 0.384 0.401 1.248 -0.002
H -1.977 0.889 2.931 -0.001
H -2.554 2.200 1.094 0.001
C 0.612 0.768 -1.307 0.069
N 0.533 -1.987 -1.740 0.204
C 1.347 -1.457 -0.842 0.079
N 1.422 -0.175 -0.546 0.502
H 0.853 0.798 -2.370 0.009
H 0.778 1.749 -0.874 0.001
H -0.444 0.519 -1.125 0.037
H 0.380 -2.989 -1.779 0.004
H -0.126 -1.426 -2.258 0.006
H 2.000 -2.143 -0.322 0.000
```

=====

Question: Which formula does entry 3 have?
Answer: C2H6N4O